{
  "formula": "C2H6N3O2",
  "method": "wB97M-V/def2-TZVPD",
  "smiles": "NC(=O)N/[NH+]=C/O",
  "energy_ha": -394.2795,
  "largest_force_ev_per_a": 1.374,
  "e_lumo_ev": -4.555,
  "gap_ev": 10.14,
  "de_lowest_kcal_mol": 1.2,
  "total_charge": 1,
  "species": ["O", "C", "O", "H", "N", "H", "H", "N", "H", "N", "H", "C", "H"],
  "coordinates": [[2.403, 0.263, -0.248], [-1.898, 0.160, -0.062], [-2.994, 0.454, -0.420], [0.632, -0.639, -0.913], [-0.963, 1.207, 0.201], [-2.081, -1.820, -0.004], [2.915, -0.463, -0.639], [-1.385, -1.092, 0.111], [-1.369, 2.135, 0.122], [0.390, 1.125, 0.138], [0.903, 1.883, 0.602], [1.111, 0.183, -0.386], [-0.756, -1.260, 0.880]]
}

{
  "formula": "C6H11N2S",
  "method": "wB97M-V/def2-TZVPD",
  "smiles": "SN1C=C2C[NH2+]C[C@@H]2C1",
  "energy_ha": -742.5937,
  "largest_force_ev_per_a": 4.830,
  "e_lumo_ev": -3.394,
  "gap_ev": 8.17,
  "de_lowest_kcal_mol": 72.6,
  "total_charge": 1,
  "species": ["H", "C", "H", "H", "C", "H", "C", "N", "S", "H", "H", "H", "H", "C", "C", "H", "C", "H", "N", "H"],
  "coordinates": [[-1.315, 1.815, 0.349], [-0.182, -0.902, -0.587], [0.344, 1.047, 1.427], [-1.934, 1.653, -1.246], [0.859, 0.928, 0.491], [1.769, -1.768, -1.023], [-1.452, 1.052, -0.457], [1.750, -0.276, 0.691], [-3.851, -0.082, 0.446], [2.745, -0.077, 0.299], [-4.356, 0.208, -0.779], [0.998, -2.333, 0.399], [1.939, -0.639, 1.684], [-0.015, 0.543, -0.608], [-1.428, -1.248, -0.146], [1.448, 1.817, 0.331], [1.156, -1.477, -0.111], [-1.887, -2.199, 0.055], [-2.227, -0.136, -0.188], [0.377, 0.913, -1.595]]
}

{
  "formula": "C2H3N2P",
  "method": "wB97M-V/def2-TZVPD",
  "energy_ha": -528.6549,
  "largest_force_ev_per_a": 1.692,
  "e_lumo_ev": -0.710,
  "gap_ev": 9.07,
  "de_lowest_kcal_mol": 117.2,
  "species": ["H", "C", "N", "H", "C", "N", "P", "H"],
  "coordinates": [[1.377, 1.064, -0.140], [-2.520, -0.465, -0.854], [-1.927, -0.564, 1.145], [1.997, 1.383, 0.213], [-2.498, 0.772, -1.212], [-2.315, -1.343, 0.125], [-1.934, 0.983, 0.530], [-2.502, -2.330, 0.196]]
}

{
  "formula": "C4H5FS3",
  "method": "wB97M-V/def2-TZVPD",
  "energy_ha": -1449.7905,
  "largest_force_ev_per_a": 3.128,
  "e_lumo_ev": -0.157,
  "gap_ev": 8.61,
  "de_lowest_kcal_mol": 21.9,
  "species": ["H", "C", "C", "C", "S", "H", "H", "F", "S", "S", "H", "H", "C"],
  "coordinates": [[4.209, -0.237, 0.296], [-3.309, -0.384, 0.360], [-2.296, -0.302, -0.500], [0.456, -0.111, -0.229], [1.895, -0.998, -0.033], [-2.287, 0.524, -1.346], [3.130, 0.642, 1.200], [-4.409, 0.342, 0.141], [-0.864, -1.279, -0.467], [0.275, 1.515, -0.314], [3.276, 1.029, -0.584], [-3.306, -0.993, 1.271], [3.229, 0.252, 0.205]]
}